[1]
Here is a molecular structure, C42H31FN3O6PdS4 from the OMol25 dataset. Energies are from ωB97M-V/def2-TZVPD.

Computed properties:
Spin multiplicity   1
Relative energy (zero: lowest compared OMol25 entry of this formula, charge and spin)   0.0000 eV
Charge   +1
Gap between HOMO and LUMO (spin up / spin down)   4.3 / 4.3 eV
Highest occupied orbital energy (spin up / spin down)   -10.14 / -10.14 eV

Last column: Löwdin charge in e.
Atoms and positions in Å:
Pd 0.729 0.210 0.962  1.29
O 1.578 4.404 0.136  -0.27
S 1.785 3.075 -0.352  0.67
O 0.885 2.522 -1.309  -0.26
N 1.744 2.024 0.991  -0.17
C 2.243 2.433 2.176  -0.26
C 3.044 3.562 2.412  0.00
C 3.533 3.848 3.684  -0.05
C 3.257 3.035 4.757  -0.03
C 2.454 1.883 4.576  -0.15
C 2.153 1.000 5.633  0.02
C 1.385 -0.102 5.386  -0.02
C 0.899 -0.311 4.091  -0.11
N 1.136 0.513 3.090  0.00
C 1.928 1.598 3.303  -0.15
C 3.442 2.912 -0.931  -0.28
C 4.262 4.030 -0.949  -0.06
C 5.552 3.904 -1.443  -0.06
C 5.998 2.675 -1.907  -0.06
C 5.158 1.567 -1.892  -0.06
C 3.864 1.678 -1.409  -0.04
H 3.288 4.225 1.602  0.09
H 4.145 4.729 3.818  0.12
H 3.642 3.260 5.743  0.12
H 2.549 1.199 6.621  0.13
H 1.145 -0.819 6.158  0.12
H 0.301 -1.183 3.867  0.08
H 3.887 4.983 -0.600  0.12
H 6.204 4.767 -1.473  0.11
H 7.004 2.581 -2.294  0.11
H 5.505 0.617 -2.276  0.11
H 3.187 0.831 -1.424  0.09
C -2.918 -0.242 -5.404  -0.03
C -3.802 -0.202 -4.169  -0.29
C -4.995 0.720 -4.362  -0.14
C -5.910 0.636 -3.155  -0.12
C -5.142 0.952 -1.904  -0.12
C -5.775 1.458 -0.794  0.07
C -5.050 1.759 0.356  -0.24
F -5.719 2.239 1.415  0.09
C -3.700 1.590 0.428  0.09
C -3.029 1.082 -0.694  -0.03
C -1.591 0.879 -0.620  -0.26
O -1.022 1.226 0.467  -0.04
C -0.970 0.326 -1.760  -0.04
C -1.744 0.048 -2.862  0.04
N -3.058 0.229 -2.946  0.06
C -3.745 0.753 -1.855  -0.06
C 0.489 0.012 -1.959  -0.55
O 0.935 -0.123 -3.079  0.11
O 1.248 -0.207 -0.916  -0.13
H -3.557 -0.416 -6.269  0.09
H -2.184 -1.046 -5.382  0.09
H -2.400 0.707 -5.552  0.10
H -4.172 -1.210 -3.954  0.16
H -5.521 0.427 -5.270  0.13
H -4.635 1.743 -4.504  0.14
H -6.323 -0.375 -3.082  0.13
H -6.758 1.315 -3.249  0.13
H -6.843 1.633 -0.803  0.14
H -3.148 1.838 1.322  0.14
H -1.238 -0.348 -3.728  0.13
O -0.467 -1.381 0.776  -0.28
C 0.027 -2.682 0.941  -0.58
C 1.500 -2.672 0.583  -0.43
C 2.114 -3.015 -0.569  -0.07
C 3.453 -2.514 -0.669  -0.11
C 3.827 -1.765 0.393  -0.35
S 2.570 -1.698 1.563  1.12
C -0.741 -3.560 -0.035  -0.46
C -0.503 -4.853 -0.396  -0.13
C -1.493 -5.369 -1.274  -0.16
C -2.460 -4.454 -1.553  -0.40
S -2.177 -2.964 -0.760  1.09
C -0.279 -3.156 2.352  -0.49
C -1.222 -2.625 3.180  -0.15
C -1.367 -3.359 4.389  -0.17
C -0.530 -4.430 4.449  -0.39
S 0.425 -4.567 3.035  1.07
H 1.624 -3.572 -1.352  0.13
H 4.100 -2.710 -1.512  0.12
H 4.776 -1.292 0.585  0.08
H 0.342 -5.426 -0.039  0.12
H -1.483 -6.373 -1.674  0.11
H -3.326 -4.580 -2.183  0.07
H -1.813 -1.763 2.903  0.13
H -2.072 -3.111 5.169  0.11
H -0.434 -5.158 5.238  0.07

[2]
Here is a molecular structure, C42H32BrDyN2O6PS from the OMol25 dataset. Energies are from ωB97M-V/def2-TZVPD.

Computed properties:
Spin multiplicity   6
Charge   -1
Gap between HOMO and LUMO (spin up / spin down)   6.5 / 6.5 eV
Highest occupied orbital energy (spin up / spin down)   -4.42 / -4.42 eV

Last column: Löwdin charge in e.
Atoms and positions in Å:
Dy 0.496 -0.233 -0.503  1.29
O -0.647 -2.146 -4.297  0.06
C -1.507 -1.276 -4.846  -0.27
C -2.059 -1.616 -6.082  -0.02
C -2.977 -0.780 -6.696  -0.11
C -3.356 0.416 -6.095  -0.11
C -2.796 0.749 -4.868  -0.05
C -1.880 -0.077 -4.226  -0.11
C -1.352 0.320 -2.863  -0.38
O -0.128 -0.242 -2.545  -0.36
N -2.416 -0.131 -1.908  0.04
N -2.125 -0.251 -0.614  -0.07
C -2.969 -0.782 0.183  -0.20
C -2.718 -0.919 1.627  -0.62
Br -0.993 -0.526 2.240  0.88
C -3.591 -1.338 2.540  -0.12
C -5.028 -1.634 2.313  -0.21
C -5.623 -2.652 3.057  -0.04
C -6.964 -2.967 2.892  -0.09
C -7.741 -2.258 1.985  -0.10
C -7.166 -1.224 1.261  -0.08
C -5.824 -0.910 1.427  -0.05
H -0.300 -1.751 -3.460  0.07
H -1.753 -2.549 -6.537  0.11
H -3.394 -1.064 -7.655  0.09
H -4.064 1.078 -6.576  0.09
H -3.063 1.684 -4.384  0.12
H -1.310 1.409 -2.787  0.13
H -3.202 -0.646 -2.283  0.15
H -3.906 -1.179 -0.199  0.12
H -3.229 -1.513 3.546  0.10
H -5.017 -3.210 3.762  0.11
H -7.400 -3.771 3.472  0.10
H -8.787 -2.502 1.853  0.10
H -7.764 -0.647 0.566  0.10
H -5.403 -0.072 0.886  0.11
O -1.303 3.733 -0.940  0.05
C -0.384 3.188 -0.351  -0.59
O 0.109 2.030 -0.609  -0.27
C 0.280 3.889 0.829  -0.12
C -0.169 5.171 1.126  -0.02
C 0.394 5.909 2.155  -0.08
C 1.428 5.359 2.898  -0.09
C 1.878 4.077 2.616  -0.10
C 1.311 3.315 1.592  -0.25
P 1.936 1.617 1.200  1.07
C 3.301 2.094 0.031  -0.31
C 3.132 1.992 -1.351  -0.08
C 4.153 2.360 -2.218  -0.07
C 5.355 2.843 -1.725  -0.09
C 5.529 2.975 -0.353  -0.09
C 4.507 2.607 0.510  -0.10
C 2.827 1.111 2.722  -0.37
C 4.012 0.379 2.682  -0.10
C 4.539 -0.198 3.831  -0.08
C 3.881 -0.067 5.045  -0.10
C 2.683 0.634 5.100  -0.09
C 2.160 1.207 3.948  -0.12
H -0.967 5.567 0.513  0.11
H 0.037 6.909 2.372  0.10
H 1.890 5.924 3.699  0.10
H 2.686 3.667 3.208  0.10
H 2.190 1.678 -1.784  0.08
H 3.996 2.264 -3.285  0.11
H 6.149 3.124 -2.406  0.10
H 6.456 3.369 0.045  0.10
H 4.654 2.723 1.578  0.10
H 4.527 0.243 1.739  0.11
H 5.461 -0.763 3.771  0.10
H 4.290 -0.520 5.940  0.10
H 2.150 0.729 6.038  0.10
H 1.215 1.735 4.012  0.10
O 2.472 -1.050 -1.354  -0.07
C 2.359 -1.829 -0.362  -0.68
O 1.965 -1.352 0.747  -0.20
C 2.384 -3.311 -0.520  -0.18
C 3.560 -4.036 -0.600  -0.04
C 3.515 -5.419 -0.716  -0.11
C 2.274 -6.046 -0.762  -0.11
C 1.099 -5.309 -0.700  -0.12
C 1.115 -3.914 -0.579  -0.59
S -0.376 -2.948 -0.561  0.56
H 4.512 -3.518 -0.570  0.11
H 4.430 -5.995 -0.776  0.09
H 2.220 -7.125 -0.860  0.09
H 0.140 -5.811 -0.757  0.09

[3]
Here is a molecular structure, C42H33AlF10N5O7P from the OMol25 dataset. Energies are from ωB97M-V/def2-TZVPD.

Computed properties:
Spin multiplicity   1
Relative energy (zero: lowest compared OMol25 entry of this formula, charge and spin)   1.6171 eV
Charge   +2
Gap between HOMO and LUMO   7.0 eV
Highest occupied orbital energy   -12.96 eV

Last column: Löwdin charge in e.
Atoms and positions in Å:
Al -2.117 -2.192 -0.008  0.20
C -3.972 4.886 1.891  -0.05
C -4.117 4.275 0.501  -0.16
N -3.391 3.005 0.344  -0.01
C -4.019 1.863 0.650  0.08
C -3.484 0.627 0.403  0.00
C -4.091 -0.677 0.832  -0.49
O -5.270 -0.914 0.725  0.14
O -3.171 -1.528 1.236  0.06
C -2.301 0.521 -0.351  -0.19
O -1.877 -0.605 -0.827  0.03
C -1.549 1.726 -0.512  -0.03
C -0.212 1.665 -0.929  0.10
C 0.576 2.771 -0.888  -0.17
F 1.885 2.609 -1.153  0.08
C 0.076 4.040 -0.507  -0.11
C -1.268 4.099 -0.154  0.07
C -2.086 2.965 -0.108  -0.10
N 0.872 5.183 -0.466  -0.07
C 0.762 6.130 0.632  -0.12
C 0.931 7.554 0.121  -0.08
N 2.275 7.673 -0.522  0.07
C 2.403 6.680 -1.635  -0.08
C 2.178 5.269 -1.103  -0.12
H -4.463 5.858 1.904  0.09
H -2.928 5.019 2.175  0.07
H -4.453 4.261 2.642  0.09
H -3.762 4.962 -0.265  0.12
H -5.170 4.085 0.302  0.13
H -4.999 1.944 1.103  0.17
H 0.209 0.708 -1.205  0.10
H -1.685 5.054 0.131  0.11
H 1.536 5.921 1.387  0.15
H -0.200 6.044 1.128  0.12
H 0.846 8.271 0.937  0.15
H 0.177 7.780 -0.631  0.15
H 2.999 7.486 0.178  0.19
H 2.424 8.622 -0.871  0.19
H 3.393 6.758 -2.082  0.15
H 1.656 6.924 -2.388  0.15
H 2.984 4.997 -0.406  0.15
H 2.243 4.599 -1.953  0.14
O -3.555 -7.680 -0.297  0.16
C -4.629 -6.957 -0.544  -0.48
O -5.728 -7.418 -0.661  0.15
C -4.445 -5.469 -0.672  0.00
C -5.488 -4.582 -0.888  0.06
N -4.980 -3.350 -0.913  0.10
N -3.658 -3.360 -0.713  0.10
C -3.325 -4.646 -0.546  -0.08
C -1.939 -4.876 -0.085  -0.42
O -1.422 -5.959 0.004  0.16
O -1.360 -3.734 0.238  -0.01
H -2.712 -7.189 -0.233  0.08
H -6.535 -4.808 -1.001  0.16
H -5.480 -2.472 -0.887  0.16
F 6.006 1.542 -2.497  0.13
C 5.529 0.547 -3.285  -0.58
F 5.177 1.117 -4.449  0.14
F 6.547 -0.283 -3.527  0.17
C 4.372 -0.136 -2.610  -0.11
C 3.099 -0.058 -3.147  0.00
C 2.035 -0.635 -2.468  -0.09
C 2.239 -1.278 -1.253  -0.36
C 3.532 -1.386 -0.741  -0.06
C 4.595 -0.813 -1.414  0.02
P 0.807 -2.043 -0.387  1.14
C 0.950 -1.374 1.316  -0.33
C 0.181 -1.943 2.338  -0.08
C 0.074 -1.329 3.575  0.03
C 0.712 -0.117 3.791  -0.11
C 1.483 0.459 2.792  0.00
C 1.603 -0.167 1.563  -0.07
C 0.489 0.641 5.070  -0.58
F 0.101 -0.139 6.078  0.16
F 1.580 1.319 5.457  0.15
F -0.487 1.570 4.882  0.12
C 1.446 -3.755 -0.362  -0.36
C 1.326 -4.440 -1.569  -0.08
C 1.659 -5.781 -1.644  0.01
C 2.113 -6.431 -0.507  -0.11
C 2.263 -5.748 0.690  0.02
C 1.929 -4.405 0.765  -0.05
C 2.459 -7.896 -0.559  -0.58
F 3.781 -8.085 -0.389  0.15
F 1.833 -8.585 0.409  0.15
F 2.124 -8.454 -1.732  0.15
H 2.935 0.443 -4.091  0.12
H 1.039 -0.587 -2.893  0.11
H 3.710 -1.912 0.190  0.12
H 5.598 -0.893 -1.017  0.14
H -0.313 -2.893 2.179  0.10
H -0.508 -1.787 4.363  0.14
H 1.992 1.395 2.984  0.13
H 2.216 0.288 0.796  0.10
H 0.964 -3.921 -2.451  0.11
H 1.560 -6.320 -2.576  0.13
H 2.643 -6.265 1.562  0.13
H 2.025 -3.878 1.705  0.11

[4]
Here is a molecular structure, C42H33As2F2N4PdSe from the OMol25 dataset. Energies are from ωB97M-V/def2-TZVPD.

Computed properties:
Spin multiplicity   1
Relative energy (zero: lowest compared OMol25 entry of this formula, charge and spin)   0.0000 eV
Charge   +1
Gap between HOMO and LUMO   7.0 eV
Highest occupied orbital energy   -10.81 eV

Last column: Löwdin charge in e.
Atoms and positions in Å:
Pd 0.540 -0.217 -0.359  0.51
F 5.161 -2.309 1.139  0.08
C 3.870 -2.569 0.874  -0.28
C 3.032 -1.523 0.537  -0.09
C 1.690 -1.771 0.264  -0.25
C 1.188 -3.079 0.349  -0.12
C 2.092 -4.088 0.681  -0.21
F 1.674 -5.369 0.726  0.07
C 3.427 -3.871 0.949  0.07
C -0.244 -3.359 0.076  -0.23
C -0.947 -4.386 0.708  0.00
C -2.292 -4.555 0.432  -0.05
C -2.912 -3.700 -0.466  -0.06
C -2.147 -2.695 -1.032  -0.16
N -0.853 -2.519 -0.771  0.08
H 3.444 -0.521 0.524  0.11
H 4.086 -4.690 1.199  0.14
H -0.452 -5.034 1.415  0.12
H -2.849 -5.346 0.917  0.11
H -3.958 -3.804 -0.718  0.11
H -2.583 -1.989 -1.729  0.09
C 0.412 3.064 0.569  -0.40
C 0.192 2.420 1.934  -0.38
As 0.351 0.452 1.882  1.26
C 1.774 0.022 3.099  -0.38
C 1.707 -1.158 3.830  -0.10
C 2.787 -1.545 4.609  -0.06
C 3.931 -0.760 4.654  -0.07
C 3.998 0.417 3.922  -0.07
C 2.921 0.807 3.140  -0.12
C -1.234 -0.128 2.811  -0.37
C -1.518 0.387 4.074  -0.10
C -2.661 -0.017 4.743  -0.07
C -3.520 -0.940 4.157  -0.07
C -3.235 -1.457 2.902  -0.07
C -2.091 -1.050 2.227  -0.11
As -0.371 1.964 -0.850  1.21
C -2.241 2.394 -0.789  -0.38
C -3.149 1.351 -0.638  -0.12
C -4.506 1.625 -0.535  -0.07
C -4.952 2.937 -0.585  -0.07
C -4.046 3.980 -0.736  -0.07
C -2.690 3.712 -0.834  -0.11
C 0.321 2.772 -2.463  -0.38
C -0.509 3.240 -3.475  -0.12
C 0.039 3.700 -4.666  -0.07
C 1.414 3.695 -4.848  -0.07
C 2.247 3.232 -3.837  -0.07
C 1.701 2.766 -2.650  -0.13
H 1.476 3.123 0.332  0.06
H 0.006 4.075 0.538  0.08
H -0.811 2.626 2.309  0.07
H 0.903 2.798 2.668  0.07
H 0.818 -1.777 3.792  0.11
H 2.736 -2.463 5.180  0.11
H 4.773 -1.066 5.260  0.11
H 4.889 1.029 3.957  0.11
H 2.988 1.720 2.557  0.10
H -0.845 1.095 4.545  0.11
H -2.881 0.383 5.724  0.11
H -4.411 -1.255 4.683  0.11
H -3.900 -2.177 2.445  0.11
H -1.871 -1.445 1.244  0.06
H -2.790 0.328 -0.599  0.07
H -5.213 0.815 -0.411  0.11
H -6.010 3.151 -0.504  0.11
H -4.398 5.003 -0.773  0.11
H -1.986 4.528 -0.952  0.11
H -1.584 3.243 -3.341  0.09
H -0.610 4.063 -5.451  0.11
H 1.838 4.055 -5.776  0.11
H 3.321 3.232 -3.974  0.11
H 2.357 2.387 -1.873  0.10
Se -1.983 0.100 -4.664  1.17
N -0.567 -0.266 -5.649  -0.21
C 0.420 -0.506 -4.807  -0.38
C 1.752 -0.848 -5.185  0.02
C 2.644 -1.059 -4.190  -0.02
C 2.246 -0.923 -2.824  -0.08
N 1.046 -0.609 -2.426  0.01
C 0.096 -0.406 -3.405  -0.46
N -1.147 -0.089 -3.118  -0.24
H 2.010 -0.933 -6.232  0.13
H 3.669 -1.328 -4.399  0.12
H 2.977 -1.094 -2.042  0.11

[5]
Here is a molecular structure, C42H33AsIrO3PS3 from the OMol25 dataset. Energies are from ωB97M-V/def2-TZVPD.

Computed properties:
Spin multiplicity   6
Relative energy (zero: lowest compared OMol25 entry of this formula, charge and spin)   0.0000 eV
Charge   +1
Gap between HOMO and LUMO (spin up / spin down)   7.7 / 5.7 eV
Highest occupied orbital energy (spin up / spin down)   -9.76 / -11.33 eV

Last column: Löwdin charge in e.
Atoms and positions in Å:
Ir -1.276 0.424 -0.965  0.76
S -1.452 1.509 1.604  0.84
C -2.957 0.875 2.067  -0.67
C -3.315 0.887 3.432  -0.10
C -4.514 0.347 3.846  -0.06
C -5.376 -0.204 2.904  -0.04
C -5.053 -0.206 1.549  -0.09
C -3.855 0.331 1.116  -0.65
S -3.533 0.403 -0.613  0.63
H -2.625 1.323 4.142  0.11
H -4.782 0.357 4.894  0.12
H -6.321 -0.627 3.221  0.12
H -5.748 -0.614 0.826  0.11
O -0.839 0.335 -5.147  -0.24
S -0.512 0.553 -3.779  0.48
O -0.489 -0.671 -2.923  -0.46
O -1.355 1.534 -3.048  -0.44
C 1.139 1.198 -3.685  -0.26
C 1.918 1.101 -4.826  -0.03
C 3.230 1.554 -4.806  -0.04
C 3.752 2.101 -3.647  -0.05
C 2.966 2.200 -2.507  -0.08
C 1.647 1.756 -2.506  -0.30
P 0.633 1.993 -1.000  0.96
C 1.800 1.810 0.375  -0.38
C 2.750 0.787 0.347  -0.10
C 3.569 0.565 1.444  -0.07
C 3.437 1.350 2.582  -0.07
C 2.492 2.366 2.617  -0.06
C 1.678 2.600 1.517  -0.12
C 0.123 3.728 -1.002  -0.36
C -1.227 4.053 -1.081  -0.10
C -1.622 5.383 -1.089  -0.06
C -0.671 6.389 -1.017  -0.06
C 0.679 6.070 -0.936  -0.06
C 1.077 4.745 -0.927  -0.08
H 1.485 0.676 -5.722  0.12
H 3.838 1.480 -5.697  0.12
H 4.773 2.457 -3.624  0.12
H 3.394 2.622 -1.607  0.11
H 2.861 0.164 -0.531  0.10
H 4.307 -0.225 1.406  0.11
H 4.079 1.178 3.436  0.11
H 2.393 2.988 3.497  0.11
H 0.954 3.404 1.549  0.10
H -1.973 3.270 -1.156  0.07
H -2.673 5.630 -1.157  0.11
H -0.980 7.426 -1.024  0.11
H 1.421 6.856 -0.880  0.11
H 2.130 4.504 -0.856  0.11
C -2.767 -5.616 -1.476  -0.07
C -1.704 -5.756 -0.591  -0.07
C -1.000 -4.638 -0.174  -0.10
C -1.371 -3.379 -0.638  -0.38
C -2.428 -3.237 -1.528  -0.11
C -3.127 -4.363 -1.946  -0.06
As -0.390 -1.830 -0.058  1.27
C 1.462 -2.324 -0.292  -0.37
C 2.022 -2.192 -1.561  -0.11
C 3.350 -2.537 -1.764  -0.07
C 4.116 -3.014 -0.707  -0.07
C 3.551 -3.158 0.552  -0.07
C 2.222 -2.813 0.764  -0.11
C -0.649 -1.756 1.850  -0.40
C 0.186 -0.938 2.614  -0.16
C -0.036 -0.803 3.978  -0.07
C -1.100 -1.463 4.575  -0.07
C -1.946 -2.257 3.810  -0.07
C -1.723 -2.405 2.448  -0.09
H -3.311 -6.492 -1.805  0.11
H -1.420 -6.736 -0.232  0.11
H -0.164 -4.749 0.508  0.11
H -2.699 -2.260 -1.906  0.07
H -3.946 -4.257 -2.644  0.11
H 1.424 -1.821 -2.384  0.08
H 3.785 -2.436 -2.749  0.11
H 5.152 -3.283 -0.869  0.11
H 4.142 -3.544 1.372  0.11
H 1.790 -2.926 1.750  0.10
H 1.016 -0.414 2.151  0.08
H 0.622 -0.178 4.567  0.11
H -1.272 -1.360 5.639  0.11
H -2.778 -2.767 4.276  0.11
H -2.381 -3.031 1.857  0.11

no.,energy (Eh)
1,-4055.04425
2,-6379.51401
3,-4003.01775
4,-9039.72598
5,-5721.76885